[1]
C2HN5O | ωB97M-V/def2-TZVPD

The geometry in ORCA input format:
```
! RIJCOSX wB97M-V def2-TZVPD def2/J DEFGRID3
* xyz 0 1
O -0.0378 -1.0623 1.9057
C -0.2803 -0.7833 0.7625
N -0.0261 -1.4564 -0.3938
C 0.5573 -0.6656 -1.2372
N 1.0931 0.5882 -0.9792
N 0.6206 1.6066 -0.4912
N -0.9013 1.4155 -0.1635
N -1.1299 0.4606 0.5569
H 1.0456 -1.1100 -2.1017
*
```

The electronic energy comes out at -11583.033 eV. Its SMILES is O=c1ncnnnn1. The value obtained for the lowest unoccupied orbital energy is -1.774 eV.

=====

[2]
C3H8N2O2 | ωB97M-V/def2-TZVPD

The geometry in ORCA input format:
```
! RIJCOSX wB97M-V def2-TZVPD def2/J DEFGRID3
* xyz 0 1
C -1.0923 -1.8137 1.2573
O -0.7563 -1.3429 -0.0016
C 0.0806 -0.2751 -0.0299
N 0.4922 0.3468 1.0095
N 1.4221 1.3451 0.7146
O 0.5112 0.0098 -1.2307
C -0.1758 1.1400 -1.9010
H -1.7456 -2.7252 1.1056
H -0.2588 -2.1348 1.8805
H -1.6424 -1.0978 1.8321
H 2.0308 1.3614 1.5741
H 2.0812 0.9946 0.0219
H 0.1833 1.1358 -2.9469
H -1.2267 0.9570 -1.9027
H 0.0965 2.0990 -1.3828
*
```

The electronic energy comes out at -10313.845 eV. Its SMILES is COC(=NN)OC. The value obtained for the lowest unoccupied orbital energy is 1.022 eV.

=====

[3]
C45H68F2N2O14P2S | ωB97M-V/def2-TZVPD

The geometry in ORCA input format:
```
! RIJCOSX wB97M-V def2-TZVPD def2/J DEFGRID3
* xyz 0 1
C 4.8586 5.7246 0.6279
P 3.2304 5.3701 1.4670
C 3.6780 4.6527 3.1249
C 2.1847 4.2321 0.4815
C 2.4617 4.1833 -0.8866
C 1.7447 3.4079 -1.7575
S 2.1469 3.4024 -3.5022
O 0.9254 3.6141 -4.2040
O 3.1514 4.3632 -3.8041
F 2.7289 1.9903 -3.8823
C 0.6909 2.6142 -1.3128
C 0.4034 2.6484 0.0449
C 1.1187 3.4319 0.9480
P 0.6684 3.4760 2.7458
N 0.2076 4.9578 3.0618
C -0.7773 1.7772 0.4549
O -0.7753 1.0944 1.4529
C -1.9318 1.7971 -0.5238
C -3.2464 1.8511 -0.1086
C -4.2306 1.9071 -1.0725
C -3.9777 1.9213 -2.4379
C -5.1511 2.0322 -3.3956
C -6.3532 1.0958 -3.0632
C -7.6999 1.8252 -2.8876
N -7.8057 3.1532 -2.3159
O -8.7191 1.2930 -3.2594
C -2.6399 1.8449 -2.8538
C -2.3020 1.8241 -4.3448
C -2.6750 0.4666 -4.9346
O -3.7004 0.2029 -5.4910
F -1.7587 -0.5245 -4.7837
C -1.6510 1.7909 -1.8865
C -0.1757 1.7458 -2.2221
O 0.2958 1.0644 -3.1011
H 4.8456 5.6418 -0.4641
H 5.0917 6.7734 0.8538
H 5.7237 5.1309 0.9948
H 3.9755 3.5972 3.1080
H 4.5112 5.2648 3.5008
H 2.8510 4.8555 3.8128
H 3.2446 4.7871 -1.3427
H 1.7458 3.0484 3.5483
H -0.4172 2.6216 3.0024
H 0.7764 5.3731 3.7926
H -3.4727 1.8644 0.9559
H -5.2716 1.9472 -0.7495
H -5.5172 3.0693 -3.3031
H -4.8371 1.9377 -4.4373
H -6.0997 0.4882 -2.1853
H -6.4946 0.4447 -3.9341
H -7.4807 3.8633 -2.9626
H -7.2849 3.2159 -1.4454
H -2.7700 2.6423 -4.8986
H -1.2186 1.9231 -4.4747
C 4.1107 -0.7319 0.3107
C 3.2713 -0.0360 1.3519
C 1.7947 -0.3190 1.3565
O 3.7728 0.7250 2.1550
H 5.1509 -0.4309 0.4284
H 4.0384 -1.8128 0.4396
H 3.7747 -0.4523 -0.6894
H 1.6116 -1.3797 1.5295
H 1.3583 -0.0153 0.4037
H 1.3259 0.2497 2.1538
C 7.0474 1.3791 2.2161
C 7.5283 2.5547 3.0266
C 8.0484 2.2678 4.4127
O 7.4975 3.6824 2.5843
H 6.7016 1.7291 1.2444
H 7.8631 0.6693 2.0666
H 6.2179 0.8868 2.7265
H 8.9074 1.5976 4.3567
H 7.2628 1.8132 5.0183
H 8.3593 3.1998 4.8818
C 0.5683 -5.4957 2.0852
C 0.9535 -4.3145 2.9354
C 1.4614 -4.5945 4.3238
O 0.8512 -3.1856 2.5054
H 0.2236 -5.1372 1.1167
H 1.4304 -6.1474 1.9320
H -0.2381 -6.0526 2.5659
H 2.3657 -5.2041 4.2733
H 0.6937 -5.1132 4.8985
H 1.6989 -3.6541 4.8195
C -1.7122 6.7514 -7.5634
C -1.7089 5.3686 -6.9610
C -1.4816 4.2091 -7.8998
O -1.8804 5.1970 -5.7767
H -1.8852 7.4858 -6.7792
H -0.7481 6.9566 -8.0311
H -2.5089 6.8333 -8.3047
H -0.5076 4.3050 -8.3816
H -2.2683 4.1809 -8.6557
H -1.5030 3.2780 -7.3361
C 8.2304 -3.9801 2.7862
C 7.6807 -2.5751 2.8084
C 6.1933 -2.4135 2.6108
O 8.4014 -1.6188 2.9771
H 9.3074 -3.9486 2.9397
H 7.7782 -4.5701 3.5851
H 8.0260 -4.4454 1.8206
H 5.6527 -2.9343 3.4034
H 5.9042 -2.8105 1.6366
H 5.9365 -1.3559 2.6492
C -10.0732 -1.4031 -1.2219
C -8.9190 -2.3684 -1.1315
C -9.1206 -3.7413 -1.7240
O -7.8739 -2.0559 -0.6065
H -9.7895 -0.4599 -0.7596
H -10.3227 -1.2193 -2.2679
H -10.9407 -1.8055 -0.6956
H -9.3319 -3.6589 -2.7913
H -9.9460 -4.2471 -1.2205
H -8.2144 -4.3290 -1.5898
C -0.7801 -9.3578 5.0093
C -0.3946 -8.1763 5.8633
C 0.1093 -8.4666 7.2548
O -0.4859 -7.0428 5.4496
H -1.1234 -9.0052 4.0385
H 0.0830 -10.0089 4.8621
H -1.5875 -9.9152 5.4867
H 1.0109 -9.0792 7.2045
H -0.6597 -8.9854 7.8290
H 0.3486 -7.5300 7.7548
C -2.2916 -2.9091 -2.3889
C -2.0005 -3.8436 -1.2399
C -2.0564 -3.2621 0.1499
O -1.7329 -5.0095 -1.4249
H -2.2170 -3.4552 -3.3273
H -3.3023 -2.5070 -2.2953
H -1.5674 -2.0922 -2.3997
H -3.0575 -2.8766 0.3512
H -1.3198 -2.4623 0.2481
H -1.8278 -4.0396 0.8754
*
```

The electronic energy comes out at -114258.855 eV. Its SMILES is CP(C)c1cc(S(=O)(=O)F)c2c(c1[PH2]=N)C(=O)c1ccc(CCC(N)=O)c(CC(=O)F)c1C2=O.CC(C)=O.CC(C)=O.CC(C)=O.CC(C)=O.CC(C)=O.CC(C)=O.CC(C)=O.CC(C)=O. The value obtained for the lowest unoccupied orbital energy is -1.044 eV.

=====

[4]
C6H10O | ωB97M-V/def2-TZVPD

The geometry in ORCA input format:
```
! RIJCOSX wB97M-V def2-TZVPD def2/J DEFGRID3
* xyz 0 1
O 2.1728 -0.2257 3.1222
C 2.8762 -1.0200 2.7172
C 1.6183 -0.3130 -0.5580
C 0.4563 0.2570 0.2517
C -0.7268 0.6073 -0.6229
C -1.7145 -0.4647 -0.9872
C -2.1148 0.6465 -0.0546
H 2.4619 -0.5868 0.0860
H 1.9815 0.4192 -1.2886
H 1.3069 -1.2096 -1.1060
H 0.7880 1.1439 0.8082
H 0.1367 -0.4762 1.0055
H -0.5076 1.3396 -1.3998
H -2.1345 -0.4755 -1.9891
H -1.5575 -1.4528 -0.5586
H -2.8035 1.4008 -0.4258
H -2.2392 0.4099 0.9998
*
```

The electronic energy comes out at -8430.551 eV. The value obtained for the lowest unoccupied orbital energy is 1.221 eV.

=====

[5]
C4H6O2 | ωB97M-V/def2-TZVPD

The geometry in ORCA input format:
```
! RIJCOSX wB97M-V def2-TZVPD def2/J DEFGRID3
* xyz 0 1
O 1.8925 0.0918 -0.8691
C 0.6926 0.4058 0.6148
C -0.5786 0.9868 0.0717
C -1.0225 -0.3320 -0.5663
C -0.3522 -0.6673 0.7695
O -1.0387 0.4891 1.3999
H 2.2282 -0.8057 -0.7196
H 1.9034 0.5373 0.2178
H -0.7947 2.0207 -0.1920
H -2.1053 -0.4884 -0.5803
H -0.5173 -0.6413 -1.4832
H -0.3074 -1.5969 1.3370
*
```

The electronic energy comes out at -8333.545 eV. The value obtained for the lowest unoccupied orbital energy is 0.774 eV.

=====

[6]
C2H9N2O | ωB97M-V/def2-TZVPD

The geometry in ORCA input format:
```
! RIJCOSX wB97M-V def2-TZVPD def2/J DEFGRID3
* xyz 0 2
C 2.4879 -0.2598 0.2559
O 1.5454 0.5442 -0.2950
H 2.7212 -1.1733 -0.2955
H 3.4015 0.2860 0.4802
H 2.1092 -0.5430 1.2571
N -1.4312 0.9328 0.8708
C -1.8551 -0.1945 0.0281
N -1.0589 -0.5544 -1.1417
H -0.5219 0.7209 1.2747
H -1.1822 1.6687 0.2077
H -1.9396 -1.0940 0.6411
H -2.8610 0.0655 -0.3082
H -1.3347 -0.0911 -1.9976
H -0.0807 -0.3079 -0.9776
*
```

The electronic energy comes out at -7244.917 eV. The value obtained for the lowest unoccupied orbital energy (spin up / spin down) is 0.837 / -2.032 eV. As for the expectation value of S²: 0.754.

=====

no.,F_max (eV Å⁻¹)
1,4.46
2,2.70
3,2.36
4,1.38
5,0.50
6,1.03